(1)
Formula: H22O11
Source: OMol25
Level of theory: ωB97M-V with the def2-TZVPD basis set

Atoms and positions in Å:
1 O -0.66070 0.62391 -1.46104
2 H -0.55368 0.97217 -0.57398
3 H -0.01624 -0.10253 -1.62382
4 O -2.13822 2.18974 0.36240
5 H -2.52449 1.70980 -0.37952
6 H -1.64982 2.90028 -0.05889
7 O 2.81253 -1.77099 -0.20268
8 H 1.90175 -1.69929 0.13801
9 H 2.73391 -1.81629 -1.15309
10 O 2.67553 1.39551 2.78134
11 H 2.60424 1.36618 1.88234
12 H 3.34753 2.03804 3.06783
13 O 3.32958 1.68823 -0.90400
14 H 2.98094 1.34470 -0.08605
15 H 2.65106 1.53775 -1.58219
16 O 0.26876 3.75609 -0.15824
17 H 0.14475 4.67566 -0.20575
18 H 0.59936 3.55602 -1.09596
19 O -3.12168 -2.06242 -0.86706
20 H -2.46803 -2.11347 -0.22623
21 H -3.52715 -1.12370 -0.88394
22 O -2.87273 1.25498 2.59726
23 H -2.01691 0.76172 2.59299
24 H -2.66486 2.13238 2.25308
25 O -0.12390 -0.56367 3.33669
26 H -0.00619 -0.05425 2.54168
27 H 0.05160 0.13321 4.02190
28 O 0.64806 -4.21292 -3.07994
29 H 1.33253 -3.84267 -3.61264
30 H 0.27998 -3.53401 -2.45053
31 O -1.08130 -3.47738 -1.51320
32 H -1.98691 -3.27906 -1.64710
33 H -0.94928 -4.38373 -1.80965

The calculation puts the frontier orbital gap at 0.373 hartree. As for the largest force on an atom: 4.68 eV/A. The relative energy (zero: lowest compared OMol25 entry of this formula, charge and spin) comes out at 297.4 kJ/mol. As for the structure (SMILES): O.O.O.O.O.O.O.O.O.O.O. The value obtained for the HOMO energy is -10.64 eV. As for the multiplicity: 1. As for the energy: -840.76688 hartree.

=====

(2)
Formula: C7H17NO
Source: OMol25
Level of theory: ωB97M-V with the def2-TZVPD basis set

Atoms and positions in Å:
1 C -0.28534 -1.03729 0.48263
2 C -0.50776 0.88921 1.02324
3 C 1.08616 -1.17633 0.18756
4 C 1.89217 0.94060 -1.50666
5 C -0.89120 2.32961 -0.81252
6 C -1.19285 -1.23942 -0.71798
7 C -0.81237 -1.71909 1.73676
8 N -0.00193 1.76157 0.15962
9 O 2.05876 -1.28799 1.15021
10 H 1.75585 -0.88571 1.97401
11 H -1.59416 0.88490 1.19107
12 H 0.05400 0.82519 1.95431
13 H 1.39797 -1.67537 -0.72134
14 H 1.45534 0.20605 -0.62527
15 H -0.33507 3.03180 -1.43812
16 H 2.69207 0.28571 -1.84355
17 H 2.29090 1.89852 -1.20381
18 H 1.14569 1.07445 -2.27709
19 H -1.71946 2.87831 -0.33806
20 H -1.33669 1.57513 -1.47491
21 H -1.31164 -2.29951 -0.95024
22 H -0.19461 -1.50127 2.60790
23 H -0.79406 -0.73836 -1.59800
24 H -2.18316 -0.83264 -0.51447
25 H -1.82980 -1.38321 1.94319
26 H -0.83882 -2.80484 1.61153

The calculation puts the frontier orbital gap (spin up / spin down) at 0.270 / 0.272 hartree. As for the largest force on an atom: 2.98 eV/A. The relative energy (zero: lowest compared OMol25 entry of this formula, charge and spin) comes out at 517.9 kJ/mol. The value obtained for the HOMO energy (spin up / spin down) is -7.25 / -7.27 eV. As for the multiplicity: 1. As for the energy: -406.73307 hartree.

=====

(3)
Formula: C6H13NO
Source: OMol25
Level of theory: ωB97M-V with the def2-TZVPD basis set

Atoms and positions in Å:
1 C -0.16191 -0.59624 -0.08182
2 C -0.07536 0.76102 0.10956
3 C -0.03235 0.27610 -1.31559
4 C -0.76711 -1.88535 0.31278
5 C 0.62354 1.77130 0.93775
6 C -1.93929 0.80187 0.45532
7 N 2.63811 -1.11721 -0.64797
8 O 1.69967 -0.78438 0.34252
9 H 3.14562 -0.26036 -0.88033
10 H 2.16042 -1.40224 -1.50427
11 H 0.63514 -0.23346 -2.01630
12 H -0.87523 0.61673 -1.92565
13 H -0.96266 -1.90454 1.38660
14 H -0.05549 -2.68065 0.08392
15 H -1.69387 -2.07822 -0.23286
16 H 1.68440 1.76180 0.68125
17 H 0.51879 1.53827 1.99917
18 H 0.21944 2.76978 0.75304
19 H -2.58709 0.17850 -0.15728
20 H -2.10854 1.84136 0.17912
21 H -2.06624 0.62591 1.52104

The calculation puts the frontier orbital gap (spin up / spin down) at 0.304 / 0.304 hartree. As for the largest force on an atom: 4.59 eV/A. The relative energy (zero: lowest compared OMol25 entry of this formula, charge and spin) comes out at 726.3 kJ/mol. The value obtained for the HOMO energy (spin up / spin down) is -7.48 / -7.48 eV. As for the multiplicity: 1. As for the energy: -366.15727 hartree.

=====

(4)
Formula: C4H7N2O2
Source: OMol25
Level of theory: ωB97M-V with the def2-TZVPD basis set

Atoms and positions in Å:
1 C -1.24401 -0.17496 0.77168
2 C -1.89334 0.61751 -1.16768
3 C 0.87564 -0.11976 0.01779
4 C 2.32486 0.10797 -0.16330
5 N 0.02496 0.59860 0.72479
6 N -0.89470 -1.39499 0.15078
7 O -2.22685 0.62178 0.04744
8 O 0.45847 -1.23763 -0.35720
9 H -1.55400 -0.40453 1.86413
10 H -2.67302 1.12542 -1.69207
11 H 2.66810 1.07756 0.18451
12 H 2.51505 -0.04488 -1.23800
13 H 2.77861 -0.68865 0.26857
14 H 0.17902 1.34819 1.40114
15 H -1.33879 -1.43163 -0.81258

The calculation puts the frontier orbital gap at 0.354 hartree. As for the largest force on an atom: 3.65 eV/A. The relative energy (zero: lowest compared OMol25 entry of this formula, charge and spin) comes out at 498.1 kJ/mol. The value obtained for the HOMO energy is -13.63 eV. As for the multiplicity: 1. As for the charge: +1. As for the energy: -416.17002 hartree.

=====

(5)
Formula: C60H72O30
Source: OMol25
Level of theory: ωB97M-V with the def2-TZVPD basis set

Atoms and positions in Å:
1 C -2.94800 3.33965 5.97417
2 C -3.87593 2.42593 5.20054
3 C -4.11729 2.95643 3.75702
4 O -3.39783 2.04652 2.93333
5 C -2.93972 1.03622 3.62695
6 O -2.32605 0.11123 3.11298
7 O -3.29059 1.14880 4.91318
8 H -2.04233 3.48699 5.38582
9 H -2.59439 2.91158 6.93448
10 H -3.48386 4.30675 6.09730
11 H -4.74680 2.14162 5.84011
12 H -3.57746 3.90081 3.66980
13 H -5.13870 3.02524 3.45785
14 C 2.45256 3.42882 5.35420
15 C 1.69927 3.87142 4.10108
16 C 0.72017 2.80545 3.55308
17 O -0.57679 3.49684 3.53273
18 C -0.39279 4.74653 4.01111
19 O -1.30983 5.44985 4.12420
20 O 0.92277 5.00389 4.38777
21 H 2.91541 2.49850 5.07684
22 H 1.74117 3.09341 6.11812
23 H 3.19327 4.05913 5.83776
24 H 2.41751 4.10933 3.33370
25 H 0.60535 1.97971 4.26673
26 H 0.90047 2.47181 2.53811
27 C -0.86979 1.26225 -6.84112
28 C -1.28914 0.47633 -5.61488
29 C -1.01650 1.19230 -4.27736
30 O -2.21718 0.86015 -3.51583
31 C -3.15130 0.42698 -4.31808
32 O -4.26574 0.17102 -4.09935
33 O -2.72358 0.29222 -5.55395
34 H 0.21461 1.09795 -7.01350
35 H -0.98788 2.36439 -6.80377
36 H -1.32853 0.93832 -7.81220
37 H -0.77387 -0.48444 -5.69672
38 H -1.00893 2.24272 -4.52540
39 H -0.13004 0.79605 -3.79924
40 C 3.77304 -1.54849 0.73190
41 C 4.25482 -0.14929 0.84231
42 C 3.13765 0.82636 1.37503
43 O 3.54055 1.23411 2.65164
44 C 4.75064 0.68895 2.98023
45 O 5.30234 0.78675 4.03885
46 O 5.21160 0.01760 1.89096
47 H 4.59448 -2.16651 0.47117
48 H 2.94012 -1.59051 -0.02613
49 H 3.29061 -1.85292 1.67681
50 H 4.66009 0.21932 -0.07732
51 H 2.12061 0.43990 1.53167
52 H 3.00853 1.78699 0.81777
53 C -1.47535 1.27586 -0.03794
54 C -0.79879 -0.10697 0.24273
55 C -1.64687 -1.37470 0.61807
56 O -0.69731 -2.40791 0.04244
57 C 0.07254 -1.81529 -0.89629
58 O 0.75394 -2.34443 -1.75336
59 O 0.09247 -0.52763 -0.80656
60 H -0.76720 2.09363 -0.22088
61 H -2.08358 1.50401 0.79885
62 H -2.09324 1.17982 -0.86851
63 H -0.17692 0.03605 1.17156
64 H -2.56165 -1.48829 -0.03623
65 H -1.84007 -1.42365 1.67990
66 C 1.05867 -5.37137 -3.33799
67 C -0.40049 -5.03194 -3.50814
68 C -1.27871 -4.94074 -2.30126
69 O -2.03306 -3.71226 -2.46919
70 C -1.47968 -2.98080 -3.47146
71 O -1.75003 -1.82570 -3.63600
72 O -0.62756 -3.73691 -4.13453
73 H 1.19919 -6.07013 -2.52891
74 H 1.54533 -4.40532 -3.12070
75 H 1.50937 -5.78563 -4.20697
76 H -0.81430 -5.77630 -4.19772
77 H -0.66612 -5.01134 -1.40082
78 H -2.06868 -5.68048 -2.24686
79 O -0.29850 5.92638 0.57271
80 C -1.25694 5.31478 -0.21038
81 C -2.40758 4.83782 0.46077
82 C -3.36070 4.10777 -0.24725
83 C -3.15575 3.91212 -1.60362
84 O -3.99041 3.13257 -2.38725
85 C -2.08653 4.44642 -2.31645
86 C -1.16457 5.15271 -1.59563
87 H 0.58549 6.08370 0.15078
88 H -2.50446 5.11355 1.56451
89 H -4.23733 3.76393 0.19460
90 H -4.61073 2.65412 -1.84453
91 H -1.92589 4.18285 -3.39193
92 H -0.25657 5.57868 -2.07174
93 O -7.07571 -3.69511 1.26134
94 C -6.51197 -2.63982 0.60292
95 C -6.55672 -2.57201 -0.75159
96 C -6.01129 -1.49766 -1.48016
97 C -5.31268 -0.44082 -0.77979
98 O -4.80016 0.65426 -1.36918
99 C -5.21725 -0.51799 0.63445
100 C -5.80713 -1.59051 1.35479
101 H -6.82306 -3.61716 2.17967
102 H -7.08390 -3.41567 -1.24553
103 H -5.93316 -1.51211 -2.58453
104 H -4.58644 0.43225 -2.28867
105 H -4.65005 0.27523 1.11644
106 H -5.62990 -1.70174 2.44002
107 O 4.03191 0.65774 -2.40896
108 C 3.65093 1.88555 -1.91060
109 C 4.66835 2.75083 -1.55514
110 C 4.31675 4.00654 -0.93620
111 C 3.01477 4.39532 -0.84817
112 O 2.62487 5.63413 -0.37241
113 C 1.94564 3.55141 -1.36574
114 C 2.28830 2.32666 -1.86462
115 H 3.20013 0.25484 -2.85698
116 H 5.72288 2.44120 -1.71544
117 H 5.15301 4.56552 -0.51172
118 H 3.30692 6.26896 -0.37862
119 H 0.92555 3.93659 -1.27976
120 H 1.60884 1.50038 -2.18672
121 O 1.85904 -0.69611 -3.57300
122 C 2.20936 -0.92491 -4.86228
123 C 1.81513 -2.02457 -5.63748
124 C 2.39423 -2.20537 -6.84215
125 C 3.31438 -1.30252 -7.35566
126 O 3.84770 -1.38876 -8.62246
127 C 3.68528 -0.20303 -6.59111
128 C 3.13935 -0.03624 -5.30434
129 H 1.49078 -1.54344 -3.13109
130 H 1.14573 -2.77146 -5.24457
131 H 2.11585 -3.07005 -7.42373
132 H 4.50602 -0.69127 -8.75062
133 H 4.39919 0.49158 -7.01615
134 H 3.49221 0.75954 -4.63546
135 O -0.68410 -5.10970 1.83185
136 C 0.56567 -5.64909 1.52018
137 C 1.74032 -4.91908 1.25454
138 C 2.92785 -5.59554 0.99535
139 C 2.91303 -7.03641 0.80726
140 O 4.04943 -7.68774 0.35823
141 C 1.75185 -7.74258 1.18969
142 C 0.62277 -7.06370 1.53549
143 H -0.73163 -4.27723 1.38876
144 H 1.66532 -3.79278 1.38788
145 H 3.83185 -5.02458 0.82106
146 H 3.85453 -8.47183 -0.17601
147 H 1.78810 -8.77040 1.19219
148 H -0.32673 -7.61136 1.64802
149 O -0.94802 0.29620 6.76417
150 C 0.20033 -0.03377 6.12049
151 C 0.22298 -0.85042 4.95843
152 C 1.44049 -1.24725 4.39471
153 C 2.58665 -0.95931 4.99365
154 O 3.77001 -1.51021 4.50739
155 C 2.59770 -0.18749 6.16044
156 C 1.43600 0.31080 6.70054
157 H -1.72295 0.24866 6.14201
158 H -0.65747 -1.01408 4.40144
159 H 1.44581 -1.90109 3.58257
160 H 4.52307 -0.90023 4.64834
161 H 3.56831 0.07495 6.58607
162 H 1.54695 1.03526 7.55601

The calculation puts the frontier orbital gap at 0.301 hartree. As for the largest force on an atom: 4.44 eV/A. The relative energy (zero: lowest compared OMol25 entry of this formula, charge and spin) comes out at 0.0 kJ/mol. As for the structure (SMILES): C[C@H]1COC(=O)O1.C[C@H]1COC(=O)O1.C[C@H]1COC(=O)O1.C[C@H]1COC(=O)O1.C[C@H]1COC(=O)O1.C[C@H]1COC(=O)O1.Oc1ccc(O)cc1.Oc1ccc(O)cc1.Oc1ccc(O)cc1.Oc1ccc(O)cc1.Oc1ccc(O)cc1.Oc1ccc(O)cc1. The value obtained for the HOMO energy is -7.84 eV. As for the multiplicity: 1. As for the energy: -4586.79473 hartree.

=====

(6)
Formula: C3H11NO3S
Source: OMol25
Level of theory: ωB97M-V with the def2-TZVPD basis set

Atoms and positions in Å:
1 C -0.34114 0.13358 -0.08226
2 O -0.67843 1.53295 -0.16852
3 C -0.38226 -0.57166 1.28865
4 C 0.02784 -2.07390 1.07057
5 S -1.43120 -3.20998 0.79383
6 N -1.64815 -0.34267 1.97915
7 H 0.71358 0.04469 -0.38076
8 H -0.87972 -0.46665 -0.89394
9 H 0.48463 -0.11038 1.81926
10 H 0.67186 -2.10144 0.19199
11 H 0.50845 -2.44389 1.95987
12 H -2.32288 -0.62358 1.27050
13 H -1.70684 -1.02475 2.72694
14 H 0.05258 1.85525 -0.72520
15 H 2.72946 1.78168 -1.59191
16 O 2.07145 2.47126 -1.46429
17 H 2.42265 3.20201 -2.21772
18 H 3.18258 4.68431 -2.82370
19 O 2.67916 4.01815 -3.30682

The calculation puts the frontier orbital gap at 0.229 hartree. As for the largest force on an atom: 1.85 eV/A. The relative energy (zero: lowest compared OMol25 entry of this formula, charge and spin) comes out at 63.6 kJ/mol. The value obtained for the HOMO energy is -0.51 eV. As for the multiplicity: 1. As for the charge: -2. As for the energy: -799.52641 hartree.

=====

(7)
Formula: C5H13N
Source: OMol25
Level of theory: ωB97M-V with the def2-TZVPD basis set

Atoms and positions in Å:
1 C 1.51819 2.41796 -0.12435
2 C 0.42625 2.16407 -1.08786
3 C -0.88681 2.22468 -0.77657
4 H 1.97094 1.45933 0.15684
5 H 2.36834 3.03616 -0.42675
6 H 1.20939 2.95094 0.78025
7 H 0.67945 1.90436 -2.11062
8 H -1.62440 2.11221 -1.55791
9 H -1.15349 2.58002 0.21136
10 C -1.56237 -2.05342 0.42425
11 C -0.09288 -1.60870 0.49783
12 N 0.78838 -2.68685 0.34332
13 H -1.61216 -2.88933 -0.27275
14 H -1.99509 -2.27525 1.39914
15 H -2.23115 -1.28732 0.03257
16 H 0.03525 -0.87025 -0.32823
17 H 0.05397 -0.88845 1.31143
18 H 1.65904 -2.67272 0.90062
19 H 0.44915 -3.61744 0.62742

The calculation puts the frontier orbital gap (spin up / spin down) at 0.362 / 0.134 hartree. As for the largest force on an atom: 3.49 eV/A. The relative energy (zero: lowest compared OMol25 entry of this formula, charge and spin) comes out at 214.2 kJ/mol. The expectation value of S² is 0.756. The value obtained for the HOMO energy (spin up / spin down) is -13.15 / -12.71 eV. As for the multiplicity: 2. As for the charge: +1. As for the energy: -252.67146 hartree.

=====

(8)
Formula: C6H12O
Source: OMol25
Level of theory: ωB97M-V with the def2-TZVPD basis set

Atoms and positions in Å:
1 C -1.70050 -0.76299 -2.21711
2 C 0.31822 -1.23805 -0.55417
3 O -0.54827 -0.12029 -1.64386
4 C -0.11089 -0.69999 0.76442
5 C 0.95217 -0.61498 1.83585
6 C 0.30055 0.64835 1.37807
7 C 1.09343 1.68289 0.61084
8 H -1.68361 -1.79006 -1.85151
9 H -1.59842 -0.73795 -3.30315
10 H -2.61986 -0.25208 -1.91625
11 H 1.30846 -0.81127 -0.79035
12 H -0.82117 0.62705 -1.09064
13 H -1.07372 -1.06326 1.13225
14 H 1.97750 -0.79314 1.51842
15 H 0.72201 -1.00848 2.82122
16 H -0.43051 1.06643 2.07030
17 H 1.73559 1.20985 -0.13871
18 H 1.73902 2.26046 1.28214
19 H 0.43999 2.39753 0.09224

The calculation puts the frontier orbital gap at 0.294 hartree. As for the largest force on an atom: 0.41 eV/A. The relative energy (zero: lowest compared OMol25 entry of this formula, charge and spin) comes out at 491.8 kJ/mol. The value obtained for the HOMO energy is -7.29 eV. As for the multiplicity: 1. As for the energy: -310.87196 hartree.